No. 1
Here is a cluster of 2 separate species, C3H8O3 in total at a distorted geometry from the OMol25 dataset. Energies are from ωB97M-V/def2-TZVPD.

Expectation value of S²   0.76
HOMO (alpha / beta)   -0.56244 / -0.56238 Eh
LUMO (alpha / beta)   -5.0 / -10.1 eV
Kohn-Sham gap (alpha / beta)   10.3360 / 5.2199 eV
Multiplicity   2
Net charge   +1

```
14
C3H8O3 ωB97M-V/def2-TZVPD
O 0.14 -2.09 0.64
H -3.17 1.43 -0.74
H 1.88 1.24 1.07
C 1.15 -0.13 -0.30
H 2.00 -0.52 0.32
H 1.43 0.25 -1.36
O -0.47 -1.80 -1.38
H -1.79 1.48 -1.31
C 0.20 -1.33 -0.49
H 0.40 0.56 1.85
O -2.31 1.45 -0.48
H -0.45 -2.90 0.63
C 0.90 0.85 0.89
H 0.10 1.52 0.65
```

Atom charges from the Löwdin analysis, given in e for atoms 1 to 2: 0.20, -0.02

No. 2
Here is a cluster of 2 separate species, C3H8O3S in total at a distorted geometry from the OMol25 dataset. Energies are from ωB97M-V/def2-TZVPD.

HOMO   -0.35115 Eh
LUMO   0.5 eV
Kohn-Sham gap   10.0118 eV
SMILES   O=C(O)CCS.O

```
15
C3H8O3S ωB97M-V/def2-TZVPD
C 0.98 1.05 0.44
S 2.17 0.23 -0.68
C -1.53 0.71 0.23
H 1.60 1.87 0.80
O 0.08 -3.08 0.09
C -0.32 1.48 -0.19
H 0.85 0.39 1.29
H -0.33 1.38 -1.28
O -1.24 -0.53 0.65
H 0.65 -2.51 0.62
H 0.34 -2.90 -0.82
H -0.57 2.52 0.02
O -2.65 1.13 0.15
H -2.09 -1.00 0.74
H 1.81 -1.06 -0.74
```

Atom charges from the Löwdin analysis, given in e for atoms 1 to 2: -0.53, 0.73

No. 3
Here is a cluster of 2 separate species, C3H8O3S in total at a distorted geometry from the OMol25 dataset. Energies are from ωB97M-V/def2-TZVPD.

HOMO   -0.33649 Eh
LUMO   0.6 eV
Kohn-Sham gap   9.7552 eV
SMILES   O=COCCS.O

```
15
C3H8O3S ωB97M-V/def2-TZVPD
H -0.64 1.26 1.84
S 0.00 0.00 0.00
H -2.35 -1.21 4.75
C -1.84 4.09 1.44
H -2.06 0.51 1.05
O -2.18 -0.49 4.10
H -0.47 2.95 -0.19
C -1.35 2.34 0.05
H -2.65 4.76 1.80
H -1.78 1.97 -0.90
H -2.41 0.34 4.57
O -2.33 3.17 0.65
O -0.73 4.22 1.83
H -0.70 0.15 -1.14
C -1.13 1.07 0.86
```

Atom charges from the Löwdin analysis, given in e for atoms 1 to 2: 0.08, 0.73

No. 4
Here is a cluster of 2 separate species, C3H8O3S in total at a distorted geometry from the OMol25 dataset. Energies are from ωB97M-V/def2-TZVPD.

Expectation value of S²   0.75
HOMO (alpha / beta)   -0.53866 / -0.53474 Eh
LUMO (alpha / beta)   -4.5 / -9.8 eV
Kohn-Sham gap (alpha / beta)   10.1620 / 4.7379 eV
Multiplicity   2
Net charge   +1

```
15
C3H8O3S ωB97M-V/def2-TZVPD
O 0.16 -1.81 1.49
H 1.50 2.89 0.49
H 1.81 1.49 1.20
H -2.09 -0.06 0.73
C -0.65 -1.05 -0.61
S -2.26 1.14 -1.33
C -1.39 0.19 -0.09
C 0.40 -1.57 0.32
H -1.42 -1.77 -0.78
H 2.19 -2.18 0.56
O 2.15 2.34 0.94
O 1.66 -1.66 -0.08
H -1.35 2.04 -1.74
H -0.66 0.84 0.40
H -0.07 -0.82 -1.51
```

Atom charges from the Löwdin analysis, given in e for atoms 1 to 2: 0.12, 0.02

No. 5
Here is a structure of composition C3H8O3Yb at a distorted geometry from the OMol25 dataset. Energies are from ωB97M-V/def2-TZVPD.

HOMO   -0.21126 Eh
LUMO   -0.4 eV
Kohn-Sham gap   5.3438 eV

```
15
C3H8O3Yb ωB97M-V/def2-TZVPD
H -0.75 -2.52 0.28
H -1.79 0.01 1.07
O 2.39 1.05 -1.87
Yb 1.47 1.21 0.50
C -0.74 1.55 -0.11
C -1.19 0.13 0.15
H 1.32 1.16 -1.78
H -0.54 -1.86 1.93
H -1.71 -0.31 -0.71
H -1.57 2.14 -0.53
O 0.04 -0.62 0.38
O -0.23 2.11 1.12
H 0.89 -2.37 0.98
H 2.52 0.22 -2.34
C -0.11 -1.91 0.93
```

Atom charges from the Löwdin analysis, given in e for atoms 1 to 2: 0.09, 0.12

No. 6
Here is the molecule C3H8OS at a distorted geometry from the OMol25 dataset. Energies are from ωB97M-V/def2-TZVPD.

HOMO   -0.33692 Eh
LUMO   0.9 eV
Kohn-Sham gap   10.0504 eV
SMILES   OCCCS

```
13
C3H8OS ωB97M-V/def2-TZVPD
H -0.16 1.17 0.19
H -0.33 -1.83 -0.41
C -0.08 0.13 0.57
H -2.08 0.62 -1.38
S -1.28 -0.33 -1.93
O 1.60 1.18 2.22
H 2.06 -0.11 0.89
H 0.87 -0.73 2.24
H 0.78 1.49 2.63
C 1.14 -0.01 1.47
H 0.91 -0.75 -1.08
H -1.01 0.17 1.15
C -0.07 -0.78 -0.61
```

Atom charges from the Löwdin analysis, given in e for atoms 1 to 2: 0.11, 0.06

No. 7
Here is a cluster of 2 separate species, C3H8OS2 in total from the OMol25 dataset. Energies are from ωB97M-V/def2-TZVPD.

HOMO   -0.33506 Eh
LUMO   0.3 eV
Kohn-Sham gap   9.4644 eV
SMILES   C=CO.CSS

```
14
C3H8OS2 ωB97M-V/def2-TZVPD
S 0.29 0.79 2.06
C -1.66 -0.63 -1.38
O -1.19 -1.16 -0.21
C -1.18 -0.82 -2.60
H -2.55 0.00 -1.31
H 2.11 0.16 0.66
C 1.42 1.00 0.64
H -1.56 -0.18 -3.38
H -0.34 -1.45 -2.85
H 0.82 0.97 -0.26
H -1.17 -0.46 0.45
S 1.66 0.57 3.59
H 1.95 1.94 0.77
H 1.40 -0.73 3.82
```

Atom charges from the Löwdin analysis, given in e for atoms 1 to 2: 0.36, -0.30

No. 8
Here is a cluster of 3 separate species, C3H8OS2 in total at a distorted geometry from the OMol25 dataset. Energies are from ωB97M-V/def2-TZVPD.

HOMO   -0.34066 Eh
LUMO   -3.8 eV
Kohn-Sham gap   5.4234 eV

```
14
C3H8OS2 ωB97M-V/def2-TZVPD
H -1.10 1.46 -0.15
H 1.03 -0.58 -1.37
S 3.95 -0.72 0.26
C 1.01 -0.38 -0.31
H -0.82 -1.66 -0.19
H -1.58 0.23 -1.47
S -3.10 0.21 0.16
C -1.48 0.38 -0.43
H -0.49 -0.51 1.26
H 1.90 -0.90 0.13
C -0.36 -0.58 0.18
O 1.44 0.89 0.04
H -2.81 1.49 1.80
H 2.44 0.69 0.09
```

Atom charges from the Löwdin analysis, given in e for atoms 1 to 2: 0.10, 0.12

No. 9
Here is the molecule C3H8OS2 at a distorted geometry from the OMol25 dataset. Energies are from ωB97M-V/def2-TZVPD.

HOMO   -0.31717 Eh
LUMO   0.4 eV
Kohn-Sham gap   9.0551 eV
SMILES   OCCCSS

```
14
C3H8OS2 ωB97M-V/def2-TZVPD
S -0.19 1.76 1.70
O -1.69 -0.73 -1.27
H -1.96 -1.03 -0.39
S 0.81 0.60 3.08
H 0.49 -0.66 2.75
H -0.05 -0.21 -2.30
C 0.27 1.19 0.03
C 0.46 -0.32 -0.15
H 0.01 -1.81 -1.66
H 1.17 1.73 -0.27
C -0.27 -0.78 -1.39
H -0.03 -0.79 0.70
H 1.52 -0.54 -0.23
H -0.53 1.60 -0.60
```

Atom charges from the Löwdin analysis, given in e for atoms 1 to 2: 0.42, -0.07

No. 10
Here is a cluster of 2 separate species, C3H8S in total at a distorted geometry from the OMol25 dataset. Energies are from ωB97M-V/def2-TZVPD.

Expectation value of S²   0.75
HOMO (alpha / beta)   -0.10210 / -0.08672 Eh
LUMO (alpha / beta)   4.4 / 4.1 eV
Kohn-Sham gap (alpha / beta)   7.1949 / 6.4303 eV
Multiplicity   2
Net charge   -1

```
12
C3H8S ωB97M-V/def2-TZVPD
H -0.32 -1.43 -1.62
S 2.54 0.73 -0.54
C -0.76 0.14 -0.23
H -0.62 1.72 1.28
H 0.88 0.87 0.78
H -1.84 -0.13 -0.07
C -0.16 0.72 1.04
C 0.04 -1.09 -0.66
H -0.70 0.91 -1.04
H 1.10 -0.70 -0.85
H 0.14 -1.86 0.01
H -0.29 0.10 1.89
```

Atom charges from the Löwdin analysis, given in e for atoms 1 to 2: 0.06, -0.34

No. 11
Here is a cluster of 2 separate species, C3H8S2 in total at a distorted geometry from the OMol25 dataset. Energies are from ωB97M-V/def2-TZVPD.

HOMO   -0.31900 Eh
LUMO   0.5 eV
Kohn-Sham gap   9.1720 eV
SMILES   C=C.CSS

```
13
C3H8S2 ωB97M-V/def2-TZVPD
H 3.30 0.18 0.18
C -1.23 -1.16 -1.02
C 2.26 0.24 0.51
H -0.25 -0.81 -1.46
H 0.77 1.67 0.66
H -1.71 -1.42 -1.97
H 0.76 0.81 -0.96
H -1.71 1.28 1.91
H 2.19 -0.07 1.61
S -2.15 0.34 -0.58
H -1.02 -2.07 -0.40
S -2.43 0.08 1.47
C 1.22 0.92 0.05
```

Atom charges from the Löwdin analysis, given in e for atoms 1 to 2: 0.05, -0.51

No. 12
Here is the molecule C3H8S2 at a distorted geometry from the OMol25 dataset. Energies are from ωB97M-V/def2-TZVPD.

HOMO   -0.31996 Eh
LUMO   0.6 eV
Kohn-Sham gap   9.2956 eV
SMILES   CCSSC

```
13
C3H8S2 ωB97M-V/def2-TZVPD
H -2.17 1.83 -1.46
S 2.18 0.01 0.23
C -0.63 0.55 -0.76
H -2.67 0.20 -1.32
H -2.37 1.21 0.23
C -2.12 0.97 -0.78
H 2.88 -1.60 1.92
C 2.04 -1.25 1.39
H 1.06 -1.12 1.94
H 2.00 -2.34 0.92
S 0.59 1.38 0.35
H -0.54 -0.64 -0.93
H -0.26 0.80 -1.74
```

Atom charges from the Löwdin analysis, given in e for atoms 1 to 2: 0.06, 0.44

no.,E (Eh)
1,-344.4109
2,-743.0196
3,-742.9988
4,-742.6547
5,-1503.4013
6,-592.4894
7,-990.6718
8,-990.4258
9,-990.6950
10,-517.2514
11,-915.3520
12,-915.4147